A 3-piece molecular cluster, C2H11N3O2 overall. Source: the OMol25 dataset; level of theory: wB97M-V/def2-TZVPD.

The geometry in XYZ format:
```
18
Properties=species:S:1:pos:R:3
H 0.669 0.430 -1.650
N 0.085 0.640 -0.824
C -0.432 -0.267 -0.016
N -0.331 -1.687 0.030
N -1.359 0.210 0.885
C -2.207 1.451 0.701
H -0.787 -2.378 0.655
H 0.364 -2.094 -0.599
H -0.970 0.242 1.852
H -2.566 1.390 -0.323
H -3.020 1.280 1.461
H -1.519 2.315 0.908
O 2.454 -3.684 1.577
H 1.649 -3.352 1.290
H 2.602 -4.553 1.754
O 2.005 3.151 -2.818
H 1.207 2.827 -2.272
H 2.154 4.078 -2.611
```

The value obtained for the calculated total energy is -397.49509 a.u. The relative energy (zero: lowest compared OMol25 entry of this formula, charge and spin) is 191.3 kJ/mol. The max |F| is 4.7 eV/A. Its HOMO energy is -9.1 eV. As for the charge: 0.

C14H13F3N5O4STi as an isolated structure. Source: the OMol25 dataset; level of theory: wB97M-V/def2-TZVPD.

The geometry in XYZ format:
```
41
Properties=species:S:1:pos:R:3
Ti 0.519 -0.350 -1.125
N 0.095 -0.319 1.248
N -0.725 -1.337 1.754
C -1.287 -2.213 0.918
N -2.132 -3.107 1.396
S -0.934 -2.249 -0.768
H 0.952 -0.264 1.794
H -0.397 0.575 1.284
H -0.986 -1.289 2.732
H -2.379 -3.153 2.374
H -2.561 -3.777 0.775
O -1.618 3.127 -1.429
C -0.954 2.208 -1.760
O -0.460 1.277 -0.854
C -0.394 1.868 -3.115
C 0.056 2.787 -4.058
C 0.888 2.363 -5.095
C 1.380 1.054 -5.143
C 0.894 0.187 -4.191
C -0.039 0.543 -3.237
N 1.543 -1.100 -3.881
O 2.219 -1.686 -4.657
O 1.354 -1.470 -2.683
H -0.203 3.833 -3.962
H 1.234 3.086 -5.821
H 2.135 0.743 -5.853
H -0.683 -0.240 -2.788
F 6.790 0.661 -2.787
C 6.727 0.130 -1.561
F 7.377 0.938 -0.719
F 7.328 -1.056 -1.575
C 5.275 0.010 -1.126
C 4.741 -1.201 -0.717
C 3.406 -1.217 -0.351
N 2.614 -0.140 -0.374
C 3.160 1.037 -0.747
C 4.479 1.153 -1.133
H 5.330 -2.106 -0.689
H 2.931 -2.146 -0.050
H 2.504 1.901 -0.701
H 4.876 2.116 -1.425
```

The value obtained for the calculated total energy is -2662.75289 a.u. The relative energy (zero: lowest compared OMol25 entry of this formula, charge and spin) is 0.0 kJ/mol. Its spin multiplicity is 2. The max |F| is 2.3 eV/A. Its HOMO energy (spin up / spin down) is -15.6 / -16.5 eV. As for the charge: +2.

C2H20F6Na2O16S2 as an isolated structure. Source: the OMol25 dataset; level of theory: wB97M-V/def2-TZVPD.

The geometry in XYZ format:
```
48
Properties=species:S:1:pos:R:3
Na 3.751 3.050 -1.875
Na -2.249 0.953 -4.162
C -1.569 6.871 -0.849
F -2.428 6.280 -0.011
F -2.196 7.858 -1.477
F -0.645 7.463 -0.055
S -0.641 5.661 -2.126
O -1.643 4.752 -2.697
O 0.044 6.571 -3.062
O 0.321 4.932 -1.269
C 0.251 -1.884 0.917
F 0.221 -1.771 2.222
F 1.361 -2.650 0.570
F -0.894 -2.535 0.683
S 0.343 -0.142 0.032
O 1.736 0.290 0.257
O 0.073 -0.403 -1.411
O -0.729 0.699 0.574
O -4.532 0.724 2.518
H -3.639 0.806 2.183
H -4.786 1.618 2.748
O 2.889 -5.491 3.904
H 2.810 -6.379 3.555
H 2.071 -5.062 3.654
O 2.839 -1.518 -3.316
H 3.625 -1.006 -3.507
H 2.188 -0.867 -3.052
O 5.354 -0.665 1.879
H 4.545 -0.393 1.445
H 5.222 -0.433 2.798
O -0.437 -4.330 6.241
H -1.081 -3.630 6.137
H -0.558 -4.638 7.139
O 4.550 -5.447 -1.052
H 5.265 -5.233 -1.651
H 3.861 -4.817 -1.266
O -4.108 1.415 -1.278
H -4.383 0.507 -1.152
H -3.313 1.500 -0.751
O -0.482 -2.167 -5.738
H 0.292 -2.290 -5.188
H -0.132 -2.030 -6.618
O 0.441 4.276 2.584
H 1.189 4.006 2.051
H -0.200 3.575 2.471
O -4.683 -2.380 -1.178
H -4.290 -3.116 -0.709
H -5.626 -2.530 -1.113
```

The value obtained for the calculated total energy is -3012.19061 a.u. The relative energy (zero: lowest compared OMol25 entry of this formula, charge and spin) is 198.4 kJ/mol. The max |F| is 2.1 eV/A. Its HOMO energy is -8.7 eV. As for the charge: 0.

A 2-piece molecular cluster, C4H13NO2 overall. Source: the OMol25 dataset; level of theory: wB97M-V/def2-TZVPD.

The geometry in XYZ format:
```
20
Properties=species:S:1:pos:R:3
C 1.046 -0.726 -2.059
O 2.007 0.207 -2.546
C -0.094 -0.047 -1.300
C 0.364 0.732 -0.035
C 0.012 -0.004 1.277
N 0.969 0.376 2.320
H 0.557 -1.190 -2.921
H 1.630 -1.488 -1.532
H 2.934 -0.039 -2.403
H -0.667 0.596 -1.965
H -0.796 -0.818 -0.998
H 1.451 0.712 -0.035
H 0.044 1.760 -0.218
H 0.113 -1.059 1.033
H -1.010 0.236 1.571
H 0.858 -0.258 3.109
H 0.782 1.308 2.640
H -3.587 -0.835 1.583
H -2.877 0.490 1.262
O -3.737 0.047 1.217
```

The value obtained for the calculated total energy is -365.36280 a.u. The relative energy (zero: lowest compared OMol25 entry of this formula, charge and spin) is 74.2 kJ/mol. Its spin multiplicity is 2. The max |F| is 1.6 eV/A. Its HOMO energy (spin up / spin down) is 1.1 / -5.7 eV. As for the charge: -1.

H14Na4O11S as an isolated structure. Source: the OMol25 dataset; level of theory: wB97M-V/def2-TZVPD.

The geometry in XYZ format:
```
30
Properties=species:S:1:pos:R:3
Na -2.892 -2.410 2.731
Na -3.326 -2.326 -0.639
Na -0.091 -3.664 0.291
Na 2.525 -0.702 1.418
S -0.551 -0.735 0.369
O -1.070 -0.076 -0.850
O 0.582 -1.489 -0.140
O -0.101 0.192 1.419
O -1.501 -1.760 0.783
O -2.064 2.688 -0.653
H -1.240 3.082 -0.940
H -1.897 1.746 -0.667
O -1.076 1.749 4.269
H -0.542 0.955 4.247
H -0.704 2.308 3.587
O 0.569 -0.371 3.898
H 0.405 -0.157 2.980
H 1.149 -1.132 3.867
O -0.296 3.004 1.864
H 0.135 3.457 1.139
H -0.528 2.147 1.507
O 0.277 1.303 -2.794
H -0.268 1.729 -3.457
H -0.344 0.825 -2.244
O 1.183 -1.354 -2.641
H 0.889 -1.640 -1.776
H 0.584 -0.645 -2.875
O -3.109 -0.490 -2.380
H -2.374 -0.223 -1.829
H -2.700 -0.838 -3.173
```

The value obtained for the calculated total energy is -1883.02375 a.u. The relative energy (zero: lowest compared OMol25 entry of this formula, charge and spin) is 306.5 kJ/mol. The max |F| is 5.4 eV/A. Its HOMO energy is -14.9 eV. As for the charge: +2.

C22H35BaBrO2P2 as an isolated structure. Source: the OMol25 dataset; level of theory: wB97M-V/def2-TZVPD.

The geometry in XYZ format:
```
63
Properties=species:S:1:pos:R:3
P 0.800 3.617 -1.024
P -2.672 2.172 -1.175
C -0.703 4.212 -1.923
C -2.090 3.967 -1.304
H -0.680 3.866 -2.971
H -0.585 5.310 -2.003
H -2.204 4.488 -0.338
H -2.832 4.443 -1.968
C -3.032 1.983 -2.955
H -3.473 0.997 -3.159
H -2.092 2.101 -3.512
H -3.742 2.773 -3.234
C -4.249 2.387 -0.313
H -5.009 2.668 -1.049
H -4.190 3.194 0.428
H -4.595 1.485 0.201
C 2.103 3.856 -2.223
H 3.000 3.278 -1.962
H 2.337 4.927 -2.237
H 1.748 3.531 -3.216
C 0.821 4.816 0.350
H -0.132 4.779 0.899
H 0.966 5.822 -0.061
H 1.633 4.604 1.052
Ba 0.168 -2.264 2.360
C -1.849 0.464 -0.988
C -1.040 -0.026 -2.105
C 0.164 0.684 -2.423
C 1.570 0.204 -1.847
C 2.009 1.185 -0.878
C 1.119 2.071 -0.110
C -0.256 1.754 0.535
C -0.932 0.422 0.282
C 2.256 -0.703 2.703
H -2.756 -0.146 -0.847
H -1.431 -0.775 -2.792
H -0.037 1.706 -1.988
H 0.332 0.777 -3.511
H 1.493 -0.828 -1.449
H 2.273 0.131 -2.719
H 3.006 1.049 -0.442
H 1.748 2.455 0.725
H -0.955 2.586 0.226
H -0.176 1.941 1.621
H -0.207 -0.405 0.169
H -1.568 0.250 1.159
H 2.558 -0.590 3.758
H 2.258 0.269 2.188
H 2.956 -1.407 2.202
Br -0.227 -4.663 4.311
C 0.650 -6.268 3.495
C 0.555 -7.492 4.144
C 1.110 -8.646 3.564
C 1.716 -8.544 2.312
C 1.774 -7.309 1.642
C 1.280 -6.143 2.258
C 1.325 -4.784 1.622
O 2.184 -3.951 2.086
O 0.386 -4.466 0.810
H 0.018 -7.550 5.090
H 1.038 -9.609 4.092
H 2.160 -9.414 1.796
H 2.197 -7.241 0.643
```

The value obtained for the calculated total energy is -4291.68668 a.u. The relative energy (zero: lowest compared OMol25 entry of this formula, charge and spin) is 181.3 kJ/mol. The max |F| is 4.9 eV/A. Its HOMO energy is -4.5 eV. As for the charge: 0.

> What is the formula in the third record?

C2H20F6Na2O16S2

> Which of these has the lowest relative energy (zero: lowest compared OMol25 entry of this formula, charge and spin)?

C14H13F3N5O4STi